(1)
The following is a DFT calculation (ωB97M-V/def2-TZVPD) of a molecular structure, C22H18Br4N5O3SV.

Geometry as XYZ:
```
54
Properties=species:S:1:pos:R:3:forces:R:3:nbo_charge:R:1
V 1.656606 0.710753 0.339566 0.1 -1.2 -0.2 1.237
S 1.196233 2.261846 1.993081 -0.5 0.4 0.2 -0.205
C -0.503845 2.314368 1.523236 -0.6 0.5 0.5 0.103
N -1.342789 3.016361 2.268531 0.5 -0.5 -0.5 -0.128
N -2.644660 2.994485 2.099960 -0.2 -0.2 -0.2 -0.358
C -3.566632 2.003477 1.599786 0.5 0.5 0.2 0.203
C -3.357790 0.639662 1.749190 0.1 -0.2 0.1 -0.262
C -4.356641 -0.238957 1.362994 0.0 0.0 -0.1 -0.186
C -5.555473 0.229663 0.827678 0.1 -0.1 0.1 -0.224
C -5.752547 1.592363 0.695157 0.0 0.1 0.0 -0.193
C -4.756872 2.481678 1.086535 -0.3 0.1 -0.2 -0.261
N -0.968557 1.774488 0.351816 0.5 -0.1 0.0 -0.160
N -0.061008 1.270158 -0.380530 -1.6 0.2 -0.9 -0.257
C -0.538245 0.678380 -1.611949 0.2 0.3 0.4 0.158
C 0.308928 0.673169 -2.705413 0.2 0.1 -0.1 -0.209
C -0.081640 0.032066 -3.867644 0.0 0.0 -0.1 -0.191
C -1.313001 -0.608200 -3.928430 0.0 0.0 0.0 -0.196
C -2.160178 -0.590740 -2.825301 0.0 0.0 -0.1 -0.207
C -1.774463 0.056570 -1.662791 -0.2 -0.1 0.0 -0.223
H -3.076922 3.760519 2.586113 -0.1 0.0 0.2 0.390
H -2.434654 0.254765 2.171325 0.0 0.1 -0.1 0.241
H -4.189802 -1.301405 1.482316 0.0 0.0 0.0 0.227
H -6.327777 -0.466951 0.525349 0.0 0.0 0.0 0.219
H -6.678698 1.974869 0.284360 0.0 0.0 0.0 0.219
H -4.905189 3.552661 0.983834 0.0 -0.1 0.0 0.217
H 1.269490 1.163451 -2.642670 0.1 0.0 0.0 0.231
H 0.586155 0.018806 -4.720143 0.0 0.0 0.0 0.220
H -1.608694 -1.126166 -4.833596 0.0 0.0 0.1 0.217
H -3.117295 -1.097573 -2.861765 0.0 0.0 0.0 0.219
H -2.410214 0.069638 -0.791281 -0.1 0.0 0.1 0.234
Br -0.826952 -5.710169 0.774002 0.0 0.1 0.0 0.092
C 0.143233 -4.201794 0.186875 0.0 0.2 0.1 -0.155
C 0.917653 -4.246454 -0.968404 0.1 0.2 -0.1 -0.153
Br 1.027459 -5.826779 -1.991873 0.0 0.0 0.0 0.095
C 1.633463 -3.109696 -1.380740 -0.1 -0.2 -0.1 -0.158
Br 2.710303 -3.059257 -2.928997 0.0 -0.1 0.0 0.079
C 1.562028 -1.938376 -0.649990 0.5 1.0 -0.4 0.233
O 2.173532 -0.785153 -0.949564 -0.4 -0.6 0.5 -0.774
C 0.803525 -1.915829 0.522846 0.1 1.3 0.5 0.266
O 0.878993 -0.725744 1.178227 -0.2 -1.7 0.3 -0.726
C 0.094574 -3.013645 0.936296 -0.2 -0.3 0.1 -0.173
Br -0.898945 -2.830807 2.529199 0.0 0.0 0.0 0.083
C 5.419058 1.036311 2.193546 0.0 -0.1 -0.2 -0.405
N 4.706248 0.868025 0.926797 0.2 -0.1 0.2 -0.347
C 5.071657 -0.285037 0.090046 0.0 0.2 0.1 -0.440
C 3.840735 1.779116 0.547332 0.0 0.2 -1.3 0.502
O 3.132746 1.691413 -0.513770 1.3 0.3 0.7 -0.643
H 6.490202 1.097667 2.008603 0.0 0.0 0.0 0.212
H 5.217369 0.184505 2.837760 0.0 -0.1 0.0 0.220
H 5.083214 1.942418 2.690346 0.0 0.0 0.0 0.222
H 6.050441 -0.093955 -0.350621 0.0 0.0 0.0 0.212
H 4.324704 -0.442013 -0.681632 -0.1 0.0 0.0 0.281
H 5.126550 -1.169981 0.719228 0.0 0.0 0.0 0.216
H 3.784383 2.661029 1.175176 -0.2 0.2 0.2 0.185
```
Forces are in eV/Å.

Calculated values
spin multiplicity: 3
relative energy (zero: lowest compared OMol25 entry of this formula, charge and spin): 0.0 kcal/mol
gap between HOMO and LUMO (alpha / beta): 6.181 / 6.197 eV
total energy: -12986.90716 Ha

***

(2)
The following is a DFT calculation (ωB97M-V/def2-TZVPD) of a molecular structure, C7H12F12MgN2O11S4.

Geometry as XYZ:
```
49
Properties=species:S:1:pos:R:3:forces:R:3:nbo_charge:R:1
Mg -0.322207 8.277509 27.998441 -0.3 -1.4 -1.7 1.773
C 2.817574 5.984726 27.675117 0.3 0.2 0.0 0.754
F 4.049671 5.547214 27.754102 0.6 0.3 -0.1 -0.285
F 2.209096 5.308949 26.714871 -0.5 -0.3 -0.4 -0.312
F 2.218698 5.732350 28.824221 -0.5 -0.2 0.4 -0.316
S 2.730907 7.815393 27.215725 0.0 -0.1 -1.3 2.150
O 4.046277 8.381097 27.324028 -0.8 -0.3 0.8 -0.877
O 2.245296 7.802625 25.856473 -0.9 0.1 1.0 -0.923
N 1.537403 8.388668 28.354446 5.0 -0.1 -1.1 -1.340
S 2.469473 8.899452 29.604942 0.9 0.1 2.4 2.164
O 1.645267 9.402037 30.666745 -0.1 -0.2 -0.9 -0.892
O 3.477533 7.915268 29.970092 -1.0 1.1 -0.8 -0.908
C 3.365600 10.488799 28.957591 0.1 -0.2 0.6 0.767
F 4.675625 10.385499 28.998161 0.2 -0.5 -0.2 -0.290
F 2.960237 10.778870 27.721750 -0.2 0.3 -0.2 -0.328
F 3.061621 11.497309 29.761917 -0.6 0.0 0.0 -0.301
C -4.386893 9.504549 27.624922 0.9 0.9 1.1 0.780
F -4.328734 10.710578 28.160065 0.2 0.4 0.2 -0.301
F -5.628955 9.118205 27.658661 -0.5 -0.8 -0.3 -0.282
F -3.933482 9.602332 26.386487 0.0 -0.5 -0.5 -0.310
S -3.272968 8.314302 28.613508 0.8 -1.7 -0.6 2.137
O -3.998227 7.860175 29.771088 0.7 1.1 -0.6 -0.858
O -2.935951 7.271011 27.655339 0.0 1.1 0.2 -0.966
N -1.741278 9.116929 28.860930 -5.7 0.8 1.1 -1.347
S -1.873196 9.954433 30.249080 0.9 0.5 2.9 2.183
O -3.192736 10.415908 30.611216 0.7 -0.4 -0.9 -0.902
O -1.101337 9.280063 31.278327 -0.6 0.9 -1.4 -0.885
C -0.988759 11.560178 29.795855 -0.1 -1.1 -0.2 0.749
F -0.627034 12.139967 30.919457 -0.1 0.3 -0.2 -0.286
F 0.093031 11.298672 29.046912 0.1 0.1 0.1 -0.329
F -1.788779 12.336973 29.064243 0.1 0.0 0.4 -0.308
C -0.901485 10.644684 25.597574 0.7 -0.6 -0.4 -0.250
O -0.089911 9.770421 26.427573 -0.1 0.6 0.1 -0.809
H -1.860822 10.808948 26.073557 0.0 0.0 -0.1 0.206
H -0.370197 11.574373 25.399772 -0.1 0.2 0.4 0.193
H -0.956686 10.148758 24.627131 -0.6 0.0 0.0 0.182
H 0.810813 10.108900 26.359796 0.1 -0.3 0.2 0.510
C -0.617235 7.035910 25.163290 0.3 -0.9 -0.8 -0.267
O -0.453364 6.793295 26.576129 0.2 0.4 -1.0 -0.805
H 0.017382 7.830918 24.786134 -0.2 0.3 0.5 0.215
H -0.241573 6.156651 24.633145 -0.1 -0.1 0.0 0.187
H -1.663900 7.141880 24.882461 -0.1 0.3 0.3 0.192
H -0.431482 5.837037 26.642607 0.0 0.0 0.6 0.511
C -1.306518 5.464688 29.457418 -0.6 -0.1 -0.4 -0.256
O -0.486877 6.639376 29.303959 0.2 -0.8 0.4 -0.807
H -2.223763 5.676329 30.004531 0.2 0.3 0.3 0.209
H -1.661858 5.140007 28.479487 0.3 0.0 -0.1 0.179
H -0.758903 4.659000 29.939220 0.1 0.1 0.0 0.190
H 0.339159 6.446797 29.758906 0.1 0.3 0.1 0.511
```
Forces are in eV/Å.

Calculated values
spin multiplicity: 1
relative energy (zero: lowest compared OMol25 entry of this formula, charge and spin): 0.0 kcal/mol
gap between HOMO and LUMO: 10.831 eV
total energy: -4202.32279 Ha

***

Question: Which of these has the highest spin multiplicity?
Answer: C22H18Br4N5O3SV